Density functional theory data (ωB97M-V with the def2-TZVPD basis set) for a molecular structure, C18H25N2O8S4W.

XYZ file:
```
58
Properties=species:S:1:pos:R:3:forces:R:3:lowdin_charge:R:1
W 0.7363 0.6784 0.7398 0.3018 0.1025 -0.0640 1.480
C -0.8562 3.7559 -0.5208 0.0282 0.0049 -0.0616 -0.469
C -1.2627 3.6845 0.9337 -0.0092 -0.0391 0.0357 -0.471
S -1.4245 1.9858 1.5409 0.1979 -0.0448 0.0057 0.921
C -3.1130 1.4716 1.0358 0.0317 -0.0109 0.0227 -0.439
C -3.3393 0.5453 -0.1419 -0.0077 0.0345 -0.0663 -0.518
S -3.3111 1.4009 -1.7346 -0.0513 -0.0192 0.0245 0.906
C -3.1116 -0.0243 -2.8471 0.0029 0.0588 0.0388 -0.501
C -1.9305 0.1299 -3.7957 0.0525 0.0101 0.0763 -0.505
S -0.3433 0.3566 -2.9386 -0.0133 0.0466 -0.0172 0.881
C -0.1061 2.1260 -3.2642 -0.0542 -0.1089 -0.0358 -0.511
C 1.0024 2.7345 -2.4366 0.0197 -0.0107 0.0469 -0.448
S 0.7143 2.8883 -0.6569 -0.0443 -0.0556 0.1044 0.932
H -0.7012 4.7914 -0.8269 -0.0131 -0.0016 0.0006 0.110
H -1.5951 3.2776 -1.1600 -0.0237 0.0176 0.0024 0.018
H -2.2095 4.1910 1.1170 0.0031 0.0105 0.0003 0.100
H -0.5104 4.1365 1.5825 -0.0131 0.0281 -0.0029 0.093
H -3.6624 2.4059 0.9090 -0.0046 0.0103 0.0453 0.089
H -3.4927 0.9977 1.9401 -0.0163 0.0047 0.0025 0.086
H -4.3200 0.0859 -0.0037 0.0065 -0.0061 0.0053 0.098
H -2.6021 -0.2527 -0.1666 0.0764 0.0002 -0.0059 0.033
H -4.0350 -0.1593 -3.4094 0.0179 -0.0138 -0.0273 0.084
H -2.9710 -0.9064 -2.2218 -0.0316 -0.0071 -0.0161 0.069
H -2.0707 0.9771 -4.4667 -0.0050 -0.0167 -0.0264 0.084
H -1.8481 -0.7614 -4.4169 0.0147 -0.0025 -0.0114 0.084
H -1.0533 2.6366 -3.0942 0.0045 0.0144 -0.0312 0.052
H 0.1632 2.2428 -4.3149 -0.0079 0.0346 0.0028 0.099
H 1.2062 3.7531 -2.7697 0.0167 -0.0111 -0.0166 0.102
H 1.9326 2.1706 -2.5033 -0.0005 0.0004 -0.0280 0.083
O 3.9096 -5.4084 2.3971 -0.0004 0.0532 0.0272 -0.007
C 4.3372 -4.6736 1.4984 -0.1035 -0.0128 -0.0151 -0.685
O 5.1768 -4.7984 0.6038 0.0406 0.0448 -0.0353 0.006
C 3.6026 -3.2905 1.4579 0.0738 -0.0808 0.0143 -0.045
C 2.6959 -2.9410 2.4482 -0.0322 0.0320 0.0126 0.044
C 1.9645 -1.7761 2.3384 0.0215 -0.0433 0.0592 -0.089
N 2.0903 -0.9626 1.2750 0.0120 0.0642 0.0012 -0.039
C 3.0107 -1.2775 0.3358 -0.0841 0.0359 -0.0019 -0.159
C 3.7925 -2.4044 0.3991 -0.0003 0.0191 -0.0501 0.106
C 3.0428 -0.3190 -0.7966 0.2289 -0.3676 0.1174 -0.443
O 3.8069 -0.2770 -1.6984 -0.1213 0.1009 -0.0217 0.210
O 1.9877 0.5684 -0.6913 -0.3189 0.0040 -0.0868 -0.333
H 2.5695 -3.6226 3.2807 -0.0064 0.0063 0.0008 0.131
H 1.2529 -1.4773 3.0954 -0.0008 -0.0163 -0.0085 0.114
H 4.5238 -2.6411 -0.3644 0.0005 0.0065 0.0008 0.147
C -1.7147 -2.4268 2.3068 -0.1180 -0.0765 -0.0836 0.025
O -1.1727 -1.1377 1.9025 0.1341 -0.0879 0.0095 -0.135
C -0.5513 -0.9569 0.7725 0.1232 0.2457 0.1603 -0.402
C -0.5056 -2.0625 -0.2172 -0.0032 0.0105 -0.0120 -0.040
H -2.6237 -2.6330 1.7442 0.0184 0.0057 -0.0096 0.108
H -1.9391 -2.3195 3.3619 0.0005 0.0115 -0.0062 0.112
H -0.9770 -3.2106 2.1507 0.0153 0.0160 0.0109 0.106
H -1.4911 -2.5046 -0.3823 0.0079 0.0020 -0.0071 0.105
H 0.1443 -2.8491 0.1899 0.0030 0.0037 0.0020 0.117
H -0.0825 -1.7279 -1.1600 -0.0027 -0.0064 -0.0164 0.047
O 2.3850 1.7111 3.9915 -0.0015 -0.0024 -0.0080 0.225
N 1.8621 1.4730 2.9678 -0.0691 0.0107 0.0421 -0.478
O 2.2294 1.8906 1.8214 -0.1680 0.0109 -0.0012 -0.087
O 0.7878 0.7354 2.8628 -0.1280 -0.0196 -0.0981 -0.206
```
Forces are in eV/Å.

Summary:
Multiplicity: 1
Energy (eV): -83587.477
Energy relative to the best compared isomer or geometry (same formula, charge and spin) (kcal per mole): 24.0
Max |F| (eV/Å): 0.45
Charge: +1



Density functional theory data (ωB97M-V with the def2-TZVPD basis set) for a single C18H25N3O2 molecule.

XYZ file:
```
48
Properties=species:S:1:pos:R:3:forces:R:3:lowdin_charge:R:1
C -0.7745 3.0539 2.5598 0.0485 -0.1008 0.0173 -0.031
C -0.0613 1.7579 2.7041 0.1890 -0.4370 -0.0456 -0.305
N 0.8552 1.5695 3.6368 0.1150 0.6527 0.3730 0.122
N 1.2958 0.3201 3.4964 -0.3997 -0.4256 -0.4772 -0.134
C 0.6639 -0.3056 2.4700 -0.0969 0.5749 0.1284 -0.253
C -0.2288 0.5945 1.9199 0.1525 -0.3513 0.0161 -0.108
C -1.1669 0.4153 0.7724 0.1563 -0.1683 -0.0079 -0.108
H -1.2624 1.3708 0.2500 -0.0746 -0.0459 -0.0487 0.115
H -2.1603 0.1429 1.1480 -0.0459 0.0598 -0.0990 0.125
C -0.6879 -0.6506 -0.2175 0.0306 0.1323 0.0854 -0.163
N -1.5539 -0.7349 -1.3698 -0.1923 -0.2118 0.3908 0.061
C -1.1986 -0.2656 -2.5890 -0.4550 -0.3662 -0.1944 -0.511
O -0.0991 0.1964 -2.8136 0.3669 0.2593 -0.1562 0.061
C -2.2881 -0.3803 -3.6415 0.0126 0.1977 -0.1226 -0.091
H -1.8114 -0.6534 -4.5840 0.0201 -0.0828 0.0575 0.124
C -3.0421 0.9489 -3.8386 0.0646 0.0572 0.0777 -0.418
C -2.1198 2.0083 -4.4343 -0.1742 -0.0923 0.0230 -0.074
H -1.2451 2.1455 -3.8042 0.1003 0.0614 0.0250 0.073
H -2.6404 2.9590 -4.5251 -0.0498 0.1114 -0.0390 0.076
H -1.7797 1.7055 -5.4218 0.0937 0.0110 -0.1089 0.080
C -3.6526 1.4404 -2.5276 -0.0266 -0.0365 -0.3017 -0.076
H -4.2989 0.6819 -2.0890 -0.0822 -0.0572 0.1252 0.076
H -2.8716 1.6912 -1.8137 0.0564 0.0480 0.1350 0.069
H -4.2503 2.3320 -2.7039 -0.0617 0.0892 0.0321 0.078
H -3.8580 0.7578 -4.5466 0.0810 -0.0274 0.0627 0.132
H -2.9941 -1.1661 -3.3655 -0.0035 -0.0365 -0.0163 0.113
H -2.4983 -1.0481 -1.2140 0.0616 0.0159 -0.1815 0.136
H -0.6441 -1.6271 0.2727 0.0672 0.1065 -0.0727 0.125
H 0.3052 -0.3937 -0.5942 -0.0767 -0.1017 0.1028 0.125
O 0.9136 -1.6123 2.1855 -0.1082 0.0119 0.1554 0.052
C 2.1004 -1.9211 1.5562 0.4323 -0.1541 -0.2528 -0.257
C 2.4213 -3.2711 1.4650 -0.2475 0.1837 0.1193 -0.008
C 3.5876 -3.6567 0.8339 0.0127 0.0186 -0.0056 -0.082
C 4.4388 -2.7061 0.2939 0.1321 -0.0071 -0.0761 -0.096
C 4.1129 -1.3646 0.3834 0.0583 -0.0987 -0.0152 -0.074
C 2.9469 -0.9647 1.0123 -0.3062 0.1209 0.1340 -0.021
H 2.6897 0.0831 1.0691 -0.0322 0.0882 0.0163 0.125
H 4.7661 -0.6175 -0.0416 0.0465 0.0637 -0.0366 0.107
H 5.3497 -3.0108 -0.1982 0.0766 -0.0263 -0.0434 0.100
H 3.8331 -4.7059 0.7642 0.0109 -0.0857 -0.0013 0.104
H 1.7456 -3.9970 1.8896 -0.0779 -0.0842 0.0567 0.118
C 2.3130 -0.2165 4.3537 0.3176 -0.1374 0.1580 0.000
H 2.0353 -1.2208 4.6764 0.0280 0.0507 0.0036 0.097
H 3.2754 -0.2635 3.8363 -0.0478 -0.0100 0.0661 0.089
H 2.3979 0.4415 5.2153 -0.0309 -0.0497 -0.0417 0.091
H -0.6021 3.4743 1.5697 -0.0393 0.0991 -0.0483 0.078
H -1.8470 2.9146 2.6885 -0.0896 0.0857 -0.0029 0.080
H -0.4104 3.7482 3.3106 -0.0126 0.0946 0.0343 0.075
```
Forces are in eV/Å.

Summary:
Multiplicity: 1
Energy (eV): -27637.397
Energy relative to the best compared isomer or geometry (same formula, charge and spin) (kcal per mole): 43.8
Max |F| (eV/Å): 0.76
Structure (SMILES): Cc1nn(C)c(Oc2ccccc2)c1CCNC(=O)CC(C)C
Charge: 0



Density functional theory data (ωB97M-V with the def2-TZVPD basis set) for a single C18H25N3O3S2 molecule.

XYZ file:
```
51
Properties=species:S:1:pos:R:3:forces:R:3:lowdin_charge:R:1
C 3.4335 -3.1359 -1.4608 0.0665 0.1589 0.0751 -0.044
H 3.0796 -3.0018 -2.4793 -0.0653 -0.0049 -0.1334 0.077
H 2.6216 -3.5427 -0.8612 -0.0801 -0.0883 0.0388 0.064
H 4.2442 -3.8605 -1.4794 0.0953 -0.1038 -0.0212 0.087
C 3.9259 -1.8142 -0.8539 0.1527 -0.1175 -0.0140 -0.554
C 2.7640 -0.8367 -0.7821 -0.0144 0.1062 0.0989 -0.189
C 2.3381 -0.2597 0.4099 0.0699 0.1083 -0.1429 -0.032
C 1.2668 0.6186 0.4398 0.0879 0.0787 0.1188 -0.061
C 0.5991 0.9234 -0.7267 -0.4402 0.2857 0.1455 -0.268
C 1.0119 0.3800 -1.9276 -0.0676 -0.0214 -0.1927 -0.052
C 2.0855 -0.4913 -1.9508 -0.0568 0.1137 0.0552 -0.032
H 2.3962 -0.9036 -2.8991 0.0354 -0.0493 -0.1016 0.115
H 0.4828 0.6475 -2.8292 -0.0153 -0.0394 -0.1832 0.121
S -0.7756 2.0680 -0.7289 0.2469 -0.1446 0.1064 0.689
O -1.7683 1.5719 -1.6413 0.0562 -0.1055 0.1867 -0.278
O -0.2534 3.3854 -0.9575 0.0776 -0.0175 0.2705 -0.275
N -1.3087 1.9793 0.8561 0.2075 0.0296 -1.1573 -0.187
C -1.3497 3.2163 1.6303 0.3711 0.8252 0.2620 -0.165
C -2.6718 3.1966 2.4071 0.0175 -0.1093 0.0213 -0.146
H -3.1327 4.1812 2.4436 0.0342 0.0388 0.0120 0.111
H -2.5006 2.8464 3.4238 -0.0347 0.0626 -0.0315 0.104
C -3.5299 2.1769 1.6580 0.2350 -0.1173 0.0960 -0.104
H -4.2601 1.6959 2.3051 -0.0638 0.0077 -0.0352 0.121
H -4.0398 2.6404 0.8136 -0.0092 -0.0534 -0.0490 0.123
C -2.4966 1.1807 1.1295 -0.6282 -0.2514 -0.0482 -0.244
C -2.0655 0.1759 2.1923 -0.1044 -0.0601 -0.2812 -0.384
O -2.1830 0.3443 3.3810 -0.1068 0.1468 0.2644 0.109
N -1.3890 -0.9415 1.7426 0.3438 -0.2902 0.7683 0.121
C -1.2891 -1.4591 0.4832 0.3178 -0.8164 -0.9274 -0.639
N -2.0020 -1.1731 -0.5064 -0.6346 0.5152 0.5809 0.033
C -1.6840 -1.8434 -1.7195 0.1503 -0.1301 -0.3079 -0.239
H -2.5877 -2.3456 -2.0760 0.1265 0.0159 -0.0883 0.116
H -1.4110 -1.0789 -2.4518 -0.0043 -0.1348 -0.0932 0.101
C -0.5297 -2.8569 -1.5051 0.0926 -0.2209 0.1098 -0.397
H 0.3393 -2.6242 -2.1172 -0.0361 -0.0407 -0.0320 0.047
H -0.8422 -3.8835 -1.6897 0.0191 0.0602 -0.0781 0.066
S -0.0381 -2.7199 0.2382 -0.1857 0.0468 0.0747 0.956
H -0.9559 -1.4895 2.4789 -0.1512 0.2109 -0.0619 0.145
H -2.8038 0.6707 0.2160 -0.0457 0.0185 0.2627 0.115
H -0.4857 3.2529 2.3007 -0.0885 0.1143 -0.0326 0.122
H -1.2824 4.0589 0.9389 -0.0084 0.0003 0.2221 0.109
H 0.9401 1.0598 1.3682 -0.0015 -0.0063 0.1359 0.113
H 2.8335 -0.4914 1.3377 0.0681 -0.0518 0.1047 0.107
C 4.5226 -2.1205 0.5219 -0.1159 0.0727 -0.2313 -0.060
H 3.7771 -2.5630 1.1781 -0.0649 -0.0374 0.1501 0.086
H 4.9246 -1.2228 0.9852 0.0371 0.0874 0.1208 0.086
H 5.3378 -2.8322 0.4108 0.0741 -0.0634 -0.0113 0.086
C 5.0272 -1.2104 -1.7367 -0.1194 -0.0880 0.1178 -0.039
H 4.6722 -1.0284 -2.7472 -0.0215 0.0334 -0.1335 0.078
H 5.8752 -1.8892 -1.7904 0.1171 -0.0827 -0.0278 0.085
H 5.3672 -0.2650 -1.3198 0.0642 0.1088 0.0173 0.092
```
Forces are in eV/Å.

Summary:
Multiplicity: 1
Energy (eV): -51355.521
Energy relative to the best compared isomer or geometry (same formula, charge and spin) (kcal per mole): 8.5
Max |F| (eV/Å): 1.28
Structure (SMILES): CC(C)(C)c1ccc(S(=O)(=O)N2CCC[C@@H]2C(=O)NC2=NCCS2)cc1
Charge: 0